A 21-piece molecular cluster, C32H108O25PS overall, computed with ωB97M-V/def2-TZVPD.

Last columns: bonded neighbours and bond lengths (Å).
CARTESIAN COORDINATES (ANGSTROEM)
1 C -6.134 4.390 -1.000  C2 1.537, H20 1.088, H21 1.088, H22 1.088
2 C -4.909 4.525 -1.919  C1 1.537, C3 1.528, H23 1.087, H24 1.091
3 C -4.293 3.184 -2.313  C2 1.528, C4 1.548, H25 1.092, H26 1.092
4 C -4.154 2.173 -1.148  C3 1.548, C5 1.533, H27 1.089, H28 1.086
5 C -2.807 1.446 -1.218  C4 1.533, P6 1.889, H29 1.092, H30 1.087
6 P -2.246 0.418 0.264  C5 1.889, C7 1.900, S12 2.282, O16 1.707, O19 1.725, H31 1.435
7 C -1.400 1.885 1.127  P6 1.900, C8 1.525, H32 1.095, H33 1.092
8 C 0.100 1.893 0.857  C7 1.525, O9 1.417, H34 1.098, H35 1.092
9 O 0.452 2.576 -0.334  C8 1.417, C10 1.423
10 C 1.341 1.902 -1.218  O9 1.423, C11 1.530, H36 1.094, H37 1.088
11 C 0.685 1.501 -2.541  C10 1.530, H38 1.078, H39 1.087, H40 1.089
12 S -3.002 -1.530 -0.653  P6 2.282, C13 1.792, O14 1.472, O15 1.476
13 C -4.209 -1.272 -1.952  S12 1.792, H41 1.090, H42 1.087, H43 1.083
14 O -3.679 -2.403 0.320  S12 1.472
15 O -1.863 -2.217 -1.293  S12 1.476
16 O -3.732 0.544 1.095  P6 1.707, C17 1.388
17 C -3.657 0.073 2.399  O16 1.388, C18 1.550, H44 1.099, H45 1.096
18 C -2.381 -0.777 2.622  C17 1.550, O19 1.413, H46 1.089, H47 1.088
19 O -1.614 -0.675 1.439  P6 1.725, C18 1.413
20 H -6.820 5.231 -1.069  C1 1.088
21 H -6.666 3.483 -1.278  C1 1.088
22 H -5.795 4.267 0.026  C1 1.088
23 H -4.180 5.184 -1.452  C2 1.087
24 H -5.233 5.021 -2.836  C2 1.091
25 H -4.856 2.727 -3.128  C3 1.092
26 H -3.274 3.381 -2.655  C3 1.092
27 H -4.136 2.755 -0.227  C4 1.089
28 H -4.987 1.476 -1.127  C4 1.086
29 H -2.754 0.865 -2.141  C5 1.092
30 H -2.060 2.228 -1.327  C5 1.087
31 H -1.044 0.149 -0.473  P6 1.435
32 H -1.497 1.809 2.214  C7 1.095
33 H -1.848 2.847 0.873  C7 1.092
34 H 0.555 2.424 1.703  C8 1.098
35 H 0.448 0.859 0.894  C8 1.092
36 H 2.140 2.612 -1.449  C10 1.094
37 H 1.826 1.035 -0.775  C10 1.088
38 H -0.387 1.443 -2.440  C11 1.078
39 H 1.055 0.522 -2.837  C11 1.087
40 H 0.911 2.212 -3.334  C11 1.089
41 H -4.584 -2.260 -2.223  C13 1.090
42 H -3.683 -0.885 -2.822  C13 1.087
43 H -5.021 -0.628 -1.638  C13 1.083
44 H -3.718 0.904 3.116  C17 1.099
45 H -4.504 -0.564 2.679  C17 1.096
46 H -2.711 -1.814 2.643  C18 1.089
47 H -1.851 -0.432 3.507  C18 1.088
48 C -4.671 7.348 -5.510  O49 1.427, H50 1.086, H51 1.095, H52 1.089
49 O -4.666 6.121 -4.782  C48 1.427, H53 0.962
50 H -5.255 8.065 -4.940  C48 1.086
51 H -3.653 7.732 -5.635  C48 1.095
52 H -5.133 7.215 -6.487  C48 1.089
53 H -4.152 5.481 -5.283  O49 0.962
54 C 4.524 0.604 0.638  O55 1.416, H56 1.088, H57 1.094, H58 1.096
55 O 4.219 0.231 -0.694  C54 1.416, H59 0.963
56 H 3.586 0.759 1.165  C54 1.088
57 H 5.084 -0.190 1.140  C54 1.094
58 H 5.104 1.533 0.663  C54 1.096
59 H 5.056 0.082 -1.147  O55 0.963
60 C 6.304 -2.941 0.239  O61 1.425, H62 1.080, H63 1.093, H64 1.095
61 O 6.657 -1.776 -0.503  C60 1.425, H65 0.962
62 H 5.454 -2.694 0.859  C60 1.080
63 H 6.026 -3.753 -0.436  C60 1.093
64 H 7.136 -3.265 0.873  C60 1.095
65 H 7.402 -1.989 -1.073  O61 0.962
66 C 3.474 -5.090 2.086  O67 1.415, H68 1.090, H69 1.090, H70 1.094
67 O 3.859 -3.733 1.977  C66 1.415, H71 0.967
68 H 4.376 -5.702 2.054  C66 1.090
69 H 2.946 -5.266 3.023  C66 1.090
70 H 2.822 -5.362 1.250  C66 1.094
71 H 3.042 -3.218 2.010  O67 0.967
72 C -2.220 7.643 -1.229  O73 1.418, H74 1.088, H75 1.095, H76 1.095
73 O -2.284 6.471 -0.433  C72 1.418, H77 0.963
74 H -2.833 8.401 -0.746  C72 1.088
75 H -1.193 8.015 -1.307  C72 1.095
76 H -2.613 7.460 -2.234  C72 1.095
77 H -1.746 5.794 -0.858  O73 0.963
78 C -1.039 -4.497 -3.865  O79 1.411, H80 1.090, H81 1.097, H82 1.096
79 O -2.262 -3.902 -3.487  C78 1.411, H83 0.976
80 H -1.169 -4.942 -4.852  C78 1.090
81 H -0.235 -3.752 -3.917  C78 1.097
82 H -0.743 -5.285 -3.164  C78 1.096
83 H -2.124 -3.508 -2.605  O79 0.976
84 C 3.539 -1.435 -3.648  O85 1.428, H86 1.086, H87 1.092, H88 1.095
85 O 2.549 -1.159 -4.638  C84 1.428, H89 0.961
86 H 4.018 -0.498 -3.381  C84 1.086
87 H 3.087 -1.864 -2.751  C84 1.092
88 H 4.296 -2.120 -4.042  C84 1.095
89 H 2.127 -1.993 -4.863  O85 0.961
90 C -0.261 -4.170 2.104  O91 1.432, H92 1.088, H93 1.091, H94 1.088
91 O 0.999 -3.583 2.444  C90 1.432, H95 0.962
92 H -0.060 -5.019 1.453  C90 1.088
93 H -0.784 -4.514 2.998  C90 1.091
94 H -0.880 -3.456 1.564  C90 1.088
95 H 0.824 -2.827 3.013  O91 0.962
96 C 10.543 -0.410 -0.014  O97 1.427, H98 1.087, H99 1.093, H100 1.090
97 O 9.184 -0.534 -0.433  C96 1.427, H101 0.962
98 H 11.172 -0.828 -0.796  C96 1.087
99 H 10.810 0.639 0.132  C96 1.093
100 H 10.721 -0.956 0.912  C96 1.090
101 H 8.616 -0.174 0.254  O97 0.962
102 C -7.792 5.864 -6.657  O103 1.427, H104 1.086, H105 1.092, H106 1.094
103 O -7.490 7.227 -6.954  C102 1.427, H107 0.961
104 H -6.853 5.319 -6.633  C102 1.086
105 H -8.271 5.770 -5.680  C102 1.092
106 H -8.439 5.428 -7.424  C102 1.094
107 H -8.317 7.716 -6.970  O103 0.961
108 C -0.944 -1.733 6.730  O109 1.426, H110 1.088, H111 1.093, H112 1.090
109 O -0.351 -1.024 5.645  C108 1.426, H113 0.963
110 H -1.970 -1.961 6.449  C108 1.088
111 H -0.412 -2.669 6.920  C108 1.093
112 H -0.942 -1.128 7.637  C108 1.090
113 H 0.559 -0.825 5.888  O109 0.963
114 C -1.590 0.442 -5.720  O115 1.416, H116 1.088, H117 1.095, H118 1.096
115 O -1.314 0.091 -4.377  C114 1.416, H119 0.963
116 H -1.891 1.488 -5.728  C114 1.088
117 H -0.703 0.327 -6.351  C114 1.095
118 H -2.406 -0.161 -6.134  C114 1.096
119 H -1.043 -0.833 -4.355  O115 0.963
120 C -8.910 1.053 -1.956  O121 1.425, H122 1.086, H123 1.094, H124 1.094
121 O -8.586 2.411 -2.240  C120 1.425, H125 0.961
122 H -7.977 0.497 -1.914  C120 1.086
123 H -9.423 0.963 -0.994  C120 1.094
124 H -9.540 0.624 -2.741  C120 1.094
125 H -9.406 2.910 -2.280  O121 0.961
126 C -6.818 0.130 -5.095  O127 1.419, H128 1.088, H129 1.094, H130 1.095
127 O -6.621 -0.354 -3.776  C126 1.419, H131 0.962
128 H -7.008 1.198 -5.024  C126 1.088
129 H -5.928 -0.030 -5.711  C126 1.094
130 H -7.678 -0.352 -5.573  C126 1.095
131 H -6.445 -1.298 -3.826  O127 0.962
132 C -3.270 -6.380 4.347  O133 1.421, H134 1.087, H135 1.094, H136 1.093
133 O -2.905 -5.010 4.265  C132 1.421, H137 0.962
134 H -2.351 -6.958 4.423  C132 1.087
135 H -3.884 -6.576 5.231  C132 1.094
136 H -3.813 -6.699 3.453  C132 1.093
137 H -3.710 -4.490 4.188  O133 0.962
138 C 1.857 0.909 3.670  O139 1.435, H140 1.087, H141 1.093, H142 1.088
139 O 3.035 0.519 4.390  C138 1.435, H143 0.961
140 H 1.242 0.027 3.508  C138 1.087
141 H 1.285 1.637 4.252  C138 1.093
142 H 2.119 1.340 2.707  C138 1.088
143 H 3.566 1.309 4.524  O139 0.961
144 C 13.373 -0.123 3.205  O145 1.429, H146 1.085, H147 1.093, H148 1.094
145 O 13.090 -0.504 1.857  C144 1.429, H149 0.961
146 H 12.426 0.026 3.714  C144 1.085
147 H 13.930 -0.909 3.721  C144 1.093
148 H 13.944 0.809 3.233  C144 1.094
149 H 13.926 -0.640 1.402  O145 0.961
150 C 3.500 -6.552 -1.717  O151 1.424, H152 1.088, H153 1.093, H154 1.093
151 O 4.792 -5.991 -1.508  C150 1.424, H155 0.963
152 H 3.608 -7.397 -2.393  C150 1.088
153 H 3.065 -6.903 -0.777  C150 1.093
154 H 2.836 -5.815 -2.174  C150 1.093
155 H 4.687 -5.245 -0.909  O151 0.963
156 C 10.049 -0.744 5.486  O157 1.428, H158 1.087, H159 1.092, H160 1.092
157 O 11.307 -0.101 5.692  C156 1.428, H161 0.961
158 H 10.212 -1.565 4.793  C156 1.087
159 H 9.654 -1.144 6.423  C156 1.092
160 H 9.320 -0.055 5.054  C156 1.092
161 H 11.167 0.627 6.305  O157 0.961
162 C -0.443 -2.147 10.941  O163 1.422, H164 1.087, H165 1.093, H166 1.094
163 O 0.183 -1.424 9.887  C162 1.422, H167 0.961
164 H -1.463 -2.356 10.630  C162 1.087
165 H 0.069 -3.094 11.129  C162 1.093
166 H -0.469 -1.561 11.864  C162 1.094
167 H 1.087 -1.236 10.154  O163 0.961

The lowest unoccupied orbital energy is 1.7 eV. The value obtained for the HOMO energy is -4.70 eV. As for the multiplicity: 1. Its total charge is -1. The calculation puts the maximum force at 0.0509 Eh/bohr. The calculation puts the orbital gap at 0.2361 Eh.